1.
7 unconnected molecules or ions with the total composition C50H92N9O5. Source: the OMol25 dataset; level of theory: the ωB97M-V functional and the def2-TZVPD basis.

Each line ends with the Löwdin charge.
Geometry (Å):
N -1.181 -0.801 -0.169  -0.700
O -1.290 -1.980 -0.573  -0.114
O -1.596 0.098 -0.905  -0.113
O -0.499 -0.481 0.786  -0.070
C -0.375 2.542 -5.408  -0.023
C -0.836 1.963 -6.781  -0.299
C -1.996 0.983 -6.728  -0.135
O -2.145 0.308 -8.015  -0.207
C -1.061 -0.520 -8.464  -0.074
N -1.148 3.179 -7.644  0.252
H -0.281 3.552 -8.004  0.180
H -1.712 2.856 -8.416  0.167
H -1.712 3.890 -7.201  0.173
H 0.065 1.855 -4.684  0.099
H -1.239 2.986 -4.913  0.083
H 0.286 3.403 -5.507  0.089
H 0.072 1.538 -7.211  0.140
H -2.911 1.564 -6.608  0.139
H -1.807 0.171 -6.026  0.139
H -0.189 0.108 -8.644  0.082
H -1.248 -0.937 -9.453  0.103
H -0.892 -1.378 -7.813  0.090
C 1.114 -4.247 3.787  -0.031
C 2.577 -3.843 4.074  -0.221
C 2.715 -2.744 5.104  -0.173
O 3.975 -2.720 5.823  -0.214
C 4.202 -1.759 6.862  -0.065
N 3.297 -5.188 4.655  0.253
H 3.777 -4.810 5.459  0.132
H 2.694 -5.905 5.031  0.158
H 4.019 -5.589 4.073  0.165
H 0.530 -3.354 3.563  0.095
H 0.762 -4.863 4.615  0.089
H 1.007 -4.794 2.850  0.090
H 3.142 -3.534 3.195  0.150
H 1.992 -2.903 5.903  0.136
H 2.519 -1.791 4.613  0.146
H 3.479 -1.735 7.678  0.099
H 4.332 -0.734 6.513  0.090
H 5.186 -1.997 7.264  0.099
C -4.457 9.241 0.356  -0.080
C -2.911 9.056 0.538  -0.210
C -2.475 7.577 0.457  -0.124
N -0.986 7.277 0.759  -0.202
C -0.737 5.730 0.879  -0.090
C 0.775 5.302 0.818  -0.146
C 1.491 5.968 -0.386  -0.180
C 1.355 7.494 -0.281  -0.170
C -0.047 7.968 -0.311  -0.087
C -0.633 7.878 2.181  0.049
H -4.705 10.287 0.536  0.088
H -5.166 8.684 0.967  0.074
H -4.716 9.070 -0.689  0.074
H -2.647 9.586 1.453  0.106
H -2.491 9.619 -0.295  0.112
H -2.643 7.323 -0.589  0.126
H -3.030 6.896 1.102  0.128
H -1.255 5.226 0.062  0.122
H -1.218 5.290 1.752  0.123
H 0.843 4.229 0.643  0.117
H 1.254 5.540 1.768  0.110
H 1.028 5.581 -1.294  0.108
H 2.526 5.642 -0.498  0.120
H 1.878 8.011 -1.085  0.137
H 1.915 7.688 0.633  0.125
H -0.552 7.731 -1.248  0.132
H -0.263 9.033 -0.229  0.135
H -1.235 7.303 2.884  0.103
H -0.742 8.955 2.309  0.109
H 0.358 7.532 2.474  0.093
C 6.542 -0.215 1.250  -0.079
C 7.552 -0.884 2.218  -0.210
C 8.998 -0.358 2.001  -0.089
N 10.040 -1.003 2.948  -0.209
C 11.414 -0.285 2.908  -0.089
C 11.324 1.127 3.498  -0.176
C 10.798 1.210 4.925  -0.140
C 9.535 0.287 5.112  -0.160
C 9.703 -1.060 4.492  -0.126
C 10.305 -2.476 2.629  0.009
H 5.531 -0.622 1.224  0.067
H 6.957 -0.448 0.270  0.077
H 6.462 0.866 1.372  0.081
H 7.596 -1.967 2.103  0.100
H 7.315 -0.692 3.265  0.092
H 9.193 0.714 1.961  0.127
H 9.392 -0.610 1.016  0.135
H 11.788 -0.341 1.886  0.140
H 12.175 -0.846 3.450  0.142
H 10.845 1.835 2.821  0.110
H 12.319 1.570 3.530  0.132
H 10.549 2.257 5.101  0.122
H 11.622 0.934 5.583  0.125
H 8.652 0.751 4.673  0.106
H 9.244 0.169 6.156  0.128
H 8.814 -1.671 4.646  0.119
H 10.430 -1.591 5.106  0.145
H 10.632 -2.621 1.599  0.113
H 9.358 -2.990 2.797  0.092
H 11.109 -2.928 3.209  0.116
C -0.149 -8.800 -4.405  0.048
N -1.098 -7.799 -4.910  -0.072
C -2.250 -8.170 -5.555  0.045
C -3.142 -7.239 -5.959  0.053
C -2.931 -5.872 -5.679  -0.101
C -1.711 -5.543 -5.045  0.062
C -0.792 -6.534 -4.724  0.008
C -3.987 -4.822 -5.936  -0.135
C -4.506 -4.133 -4.869  0.049
C -5.549 -3.250 -5.060  0.015
N -6.091 -3.163 -6.257  -0.088
C -5.603 -3.819 -7.363  0.065
C -4.431 -4.580 -7.253  0.087
C -7.116 -2.123 -6.471  0.046
H 0.861 -8.540 -4.724  0.121
H -0.378 -9.758 -4.871  0.117
H -0.225 -8.867 -3.320  0.122
H -2.440 -9.207 -5.789  0.164
H -4.048 -7.636 -6.393  0.149
H -1.578 -4.536 -4.677  0.135
H 0.045 -6.332 -4.072  0.161
H -4.058 -4.449 -3.939  0.142
H -6.115 -2.660 -4.355  0.152
H -6.114 -3.650 -8.299  0.159
H -3.962 -5.056 -8.102  0.146
H -7.117 -1.364 -5.689  0.109
H -8.057 -2.658 -6.598  0.129
H -6.809 -1.595 -7.374  0.115
C -5.190 -4.843 5.513  0.038
N -5.609 -3.601 4.815  -0.094
C -4.671 -2.677 4.644  0.013
C -4.971 -1.527 3.879  0.090
C -6.359 -1.257 3.480  -0.073
C -7.320 -2.297 3.770  0.082
C -6.913 -3.521 4.402  0.078
C -6.784 0.002 2.796  -0.121
C -5.926 0.655 1.869  0.080
C -6.474 1.574 0.960  0.019
N -7.706 2.014 1.201  -0.100
C -8.530 1.543 2.168  0.058
C -8.056 0.515 2.940  0.044
C -8.090 3.245 0.498  0.052
H -4.113 -4.993 5.430  0.105
H -5.635 -5.714 5.030  0.114
H -5.500 -4.855 6.557  0.127
H -3.674 -2.923 4.977  0.148
H -4.232 -0.802 3.572  0.120
H -8.353 -2.194 3.473  0.125
H -7.443 -4.449 4.556  0.155
H -4.914 0.297 1.753  0.127
H -5.870 2.101 0.237  0.150
H -9.481 2.046 2.256  0.166
H -8.739 0.028 3.620  0.141
H -9.172 3.248 0.373  0.121
H -7.465 3.313 -0.392  0.108
H -7.795 4.011 1.216  0.126

Total charge = +7
DFT total energy = -2826.4543 hartree
Lowest unoccupied orbital energy = -13.64 eV
Gap between HOMO and LUMO = 4.332 eV

2.
A molecular structure, C18H20Br4Cl2N2O3SSiZr. Source: the OMol25 dataset; level of theory: the ωB97M-V functional and the def2-TZVPD basis.

Each line ends with the Löwdin charge.
Geometry (Å):
Zr 1.184 -0.253 -0.406  1.529
Cl -0.061 -2.384 -2.108  0.553
C 0.683 -3.908 -1.547  -0.933
Cl 1.099 -3.839 0.159  0.605
H 1.587 -4.064 -2.123  0.037
H -0.048 -4.692 -1.701  0.029
C -4.859 0.621 -1.291  -0.183
Si -4.261 1.325 0.331  0.498
C -3.679 3.090 0.140  -0.180
C -5.670 1.281 1.566  -0.189
C -2.865 0.264 1.039  -0.235
C -2.971 -0.329 2.287  -0.065
C -1.932 -1.078 2.848  -0.050
C -0.777 -1.221 2.123  -0.123
N -0.657 -0.689 0.897  -0.130
C -1.654 0.041 0.352  -0.738
S -1.236 0.679 -1.212  0.565
H -5.737 1.171 -1.639  0.032
H -5.144 -0.428 -1.178  0.035
H -4.087 0.681 -2.059  0.003
H -4.505 3.728 -0.182  0.032
H -2.878 3.164 -0.596  0.007
H -3.305 3.479 1.089  0.035
H -6.501 1.877 1.182  0.033
H -5.386 1.702 2.533  0.034
H -6.044 0.268 1.731  0.034
H -3.882 -0.200 2.861  0.096
H -2.021 -1.519 3.830  0.106
H 0.095 -1.746 2.493  0.106
Br 6.925 -1.436 3.357  0.713
C 5.681 -1.402 1.942  -0.754
C 6.085 -1.657 0.636  -0.754
Br 7.888 -2.047 0.248  0.711
C 5.149 -1.623 -0.405  -0.646
Br 5.606 -1.967 -2.201  0.758
C 3.823 -1.332 -0.141  -0.415
O 2.860 -1.276 -1.063  -0.333
C 3.414 -1.074 1.184  -0.408
O 2.113 -0.821 1.349  -0.309
C 4.338 -1.115 2.213  -0.644
Br 3.697 -0.763 3.949  0.768
C 1.795 1.492 -5.076  -0.023
C 1.615 0.932 -3.747  -0.163
N 1.490 0.499 -2.698  0.092
H 1.517 0.753 -5.824  0.093
H 2.839 1.769 -5.211  0.095
H 1.168 2.375 -5.186  0.094
C 1.492 2.363 1.097  -0.175
O 1.726 1.573 -0.049  -0.466
H 1.941 3.349 0.964  0.078
H 1.928 1.888 1.982  0.075
H 0.417 2.496 1.259  0.072

DFT total energy = -12984.5459 hartree
Lowest unoccupied orbital energy = 0.11 eV
Gap between HOMO and LUMO = 7.742 eV

3.
A single C3H7N3O2 molecule. Source: the OMol25 dataset; level of theory: the ωB97M-V functional and the def2-TZVPD basis.

Each line ends with the Löwdin charge.
Geometry (Å):
N 2.422 1.316 0.765  0.007
C 1.024 0.936 0.625  -0.192
C 0.813 -0.123 -0.468  -0.434
O 1.728 -0.614 -1.071  0.094
N -0.511 -0.380 -0.906  0.140
C -1.502 -0.687 0.088  -0.582
N -2.680 -1.009 -0.487  0.167
O -1.312 -0.706 1.280  0.079
H 2.924 0.543 1.169  0.068
H 2.816 1.542 -0.137  0.067
H 0.735 0.510 1.580  0.111
H 0.401 1.788 0.366  0.122
H -0.498 -1.203 -1.499  0.139
H -2.902 -0.796 -1.440  0.104
H -3.459 -1.118 0.136  0.111

DFT total energy = -433.3017 hartree
Structure (SMILES) = NCC(=O)NC(N)=O
Lowest unoccupied orbital energy = 0.64 eV
Gap between HOMO and LUMO = 10.135 eV

4.
7 unconnected molecules or ions with the total composition C27H53IN3O7. Source: the OMol25 dataset; level of theory: the ωB97M-V functional and the def2-TZVPD basis.

Each line ends with the Löwdin charge.
Geometry (Å):
C 1.355 -1.983 3.606  -0.062
C 0.197 -1.347 2.881  -0.219
C 0.338 -0.044 2.273  -0.044
C 1.571 0.806 2.250  -0.201
C 2.430 0.668 1.160  -0.005
C 3.550 1.513 1.119  -0.049
C 3.784 2.449 2.126  -0.068
C 2.915 2.569 3.222  -0.070
C 1.800 1.739 3.277  -0.025
C -0.823 0.418 1.655  0.100
C -1.972 -0.395 1.690  -0.247
C -3.247 0.155 1.060  -0.024
C -3.873 1.102 2.100  -0.447
O -3.307 1.257 3.157  0.101
N -5.058 1.807 1.830  -0.129
C -5.542 1.637 0.453  -0.080
C -6.068 1.365 2.821  -0.044
N -2.085 -1.590 2.213  0.105
N -0.958 -1.993 2.788  -0.425
I -1.127 -3.920 3.559  1.104
H 1.649 -2.928 3.142  0.075
H 1.101 -2.197 4.648  0.081
H 2.232 -1.337 3.626  0.061
H 2.258 -0.056 0.368  0.096
H 4.221 1.450 0.271  0.109
H 4.637 3.113 2.073  0.108
H 3.062 3.300 4.006  0.111
H 1.080 1.783 4.086  0.125
H -0.873 1.379 1.161  0.151
H -3.920 -0.637 0.736  0.129
H -2.939 0.778 0.214  0.117
H -4.759 1.670 -0.296  0.052
H -6.176 0.746 0.331  0.099
H -6.192 2.490 0.239  0.099
H -5.924 1.854 3.783  0.090
H -5.963 0.286 2.998  0.098
H -7.080 1.576 2.478  0.092
C -0.144 -0.156 -3.292  -0.064
C 0.308 0.207 -1.892  -0.293
O 1.371 -0.641 -1.457  -0.110
H -0.481 -1.193 -3.335  0.078
H -0.960 0.491 -3.620  0.078
H 0.686 -0.055 -3.995  0.071
H -0.512 0.089 -1.181  0.095
H 0.650 1.247 -1.854  0.108
H 2.101 -0.528 -2.077  0.100
C -1.541 -4.576 -0.343  -0.111
C -2.872 -4.444 -1.054  -0.299
O -3.904 -4.040 -0.150  -0.088
H -1.619 -5.301 0.470  0.055
H -0.762 -4.893 -1.024  0.052
H -1.246 -3.619 0.103  0.045
H -3.176 -5.399 -1.480  0.117
H -2.803 -3.712 -1.865  0.109
H -3.647 -3.192 0.223  0.045
C 3.189 -4.230 -2.215  -0.085
C 1.846 -4.097 -2.907  -0.301
O 0.828 -3.695 -1.988  -0.115
H 3.129 -4.957 -1.403  0.077
H 3.962 -4.550 -2.915  0.078
H 3.492 -3.276 -1.774  0.066
H 1.537 -5.053 -3.328  0.115
H 1.903 -3.367 -3.720  0.107
H 1.091 -2.844 -1.621  0.047
C -3.678 4.649 -3.685  -0.087
C -3.771 4.031 -2.304  -0.314
O -4.578 2.851 -2.316  -0.099
H -4.672 4.896 -4.057  0.081
H -3.073 5.556 -3.669  0.078
H -3.233 3.946 -4.394  0.071
H -4.233 4.725 -1.604  0.115
H -2.772 3.778 -1.928  0.102
H -4.171 2.228 -2.926  0.080
C 6.406 -0.491 5.362  -0.085
C 5.535 -0.705 4.139  -0.305
O 4.164 -0.416 4.423  -0.104
H 6.069 -1.123 6.184  0.078
H 7.449 -0.723 5.145  0.079
H 6.345 0.545 5.703  0.075
H 5.583 -1.743 3.813  0.113
H 5.869 -0.068 3.313  0.106
H 4.120 0.503 4.705  0.069
C 1.741 2.573 -5.810  -0.086
C 2.186 2.915 -4.400  -0.319
O 3.230 2.040 -3.969  -0.095
H 1.396 1.539 -5.862  0.065
H 0.932 3.229 -6.137  0.078
H 2.572 2.671 -6.511  0.077
H 1.359 2.798 -3.699  0.094
H 2.535 3.950 -4.347  0.112
H 3.968 2.143 -4.575  0.081

Total charge = +1
DFT total energy = -2048.8993 hartree
Lowest unoccupied orbital energy = -4.11 eV
Gap between HOMO and LUMO = 7.660 eV

5.
A molecular structure, C5H3IrO3. Source: the OMol25 dataset; level of theory: the ωB97M-V functional and the def2-TZVPD basis.

Each line ends with the Löwdin charge.
Geometry (Å):
C 0.967 -0.168 0.556  0.041
C 1.614 -1.279 0.543  0.075
O 2.176 -2.308 0.453  0.390
C 0.836 1.255 0.979  0.084
C -0.408 0.444 0.794  -0.276
O -1.251 0.630 -0.237  -0.318
C -2.131 -2.056 -2.430  0.215
O -1.826 -0.976 -2.643  -0.161
Ir -1.291 0.849 -1.937  1.422
H 1.155 1.513 1.992  0.170
H 1.049 2.012 0.218  0.158
H -0.890 0.084 1.712  0.199

2S+1 = 5
Total charge = +2
DFT total energy = -521.3327 hartree
⟨S²⟩ = 6.02
Lowest unoccupied orbital energy (spin up / spin down) = -9.54 / -12.48 eV
Gap between HOMO and LUMO (spin up / spin down) = 9.374 / 6.739 eV

6.
A molecular structure, C20H15Cl5NNiO3. Source: the OMol25 dataset; level of theory: the ωB97M-V functional and the def2-TZVPD basis.

Each line ends with the Löwdin charge.
Geometry (Å):
Ni -0.370 -0.932 -0.153  0.619
C -2.107 -4.163 1.067  -0.016
C -1.818 -2.820 0.452  -0.779
O -1.116 -2.820 -0.587  -0.059
O -2.294 -1.788 0.932  -0.049
H -3.035 -4.421 0.605  0.061
H -2.174 -4.149 2.139  0.061
H -1.345 -4.981 0.739  0.114
Cl 0.729 -1.966 2.661  0.689
C 1.871 -2.312 1.392  -0.671
C 1.569 -1.751 0.138  -0.205
C 2.374 -2.203 -0.875  -0.721
Cl 2.018 -1.608 -2.456  0.679
C 3.477 -3.011 -0.691  -0.726
Cl 4.486 -3.348 -2.047  0.638
C 3.778 -3.534 0.555  -0.681
Cl 5.135 -4.653 0.687  0.606
C 2.963 -3.168 1.630  -0.687
Cl 3.373 -3.650 3.256  0.622
C -3.115 0.247 -1.387  0.003
C -1.832 0.538 -2.109  -0.529
N -1.641 1.779 -2.735  0.161
O -0.947 -0.300 -2.098  -0.032
H -3.846 1.033 -1.612  0.077
H -2.954 0.033 -0.311  0.067
H -3.491 -0.716 -1.721  0.091
H -2.361 2.525 -2.731  0.107
H -0.704 2.163 -2.923  0.108
C 1.639 4.425 -0.767  -0.119
C 2.006 3.125 -1.286  -0.085
C 1.353 2.033 -0.796  -0.051
C 0.380 2.145 0.285  -0.156
C -0.348 0.917 0.669  -0.140
C -1.345 1.155 1.549  -0.154
C -1.622 2.430 2.191  -0.095
C -0.912 3.512 1.830  -0.093
C 0.113 3.413 0.850  -0.170
C 0.814 4.559 0.280  -0.062
H 2.081 5.305 -1.140  0.073
H 2.652 3.024 -2.115  0.077
H 1.544 1.058 -1.201  0.067
H -1.994 0.322 1.888  0.079
H -2.415 2.578 2.875  0.077
H -1.204 4.422 2.387  0.106
H 0.635 5.551 0.684  0.099

2S+1 = 3
Total charge = -1
DFT total energy = -4860.9608 hartree
⟨S²⟩ = 2.01
Lowest unoccupied orbital energy (spin up / spin down) = 2.72 / 2.71 eV
Gap between HOMO and LUMO (spin up / spin down) = 7.297 / 7.922 eV

7.
A molecular structure, C5H13NSSi. Source: the OMol25 dataset; level of theory: the ωB97M-V functional and the def2-TZVPD basis.

Each line ends with the Löwdin charge.
Geometry (Å):
C 0.403 -1.115 1.641  -1.029
C 1.413 -0.479 -1.624  -0.098
C 0.671 1.830 -0.974  -0.148
C -2.085 0.897 1.031  -0.197
C 0.177 0.413 -1.259  -0.501
N 0.433 -2.439 1.764  0.055
Si -0.683 -0.198 0.356  0.658
S 1.229 -0.029 2.540  0.633
H 1.059 -1.356 -1.898  0.007
H 1.763 0.021 -2.497  0.069
H 2.028 -0.398 -0.677  0.094
H -0.060 2.410 -0.507  0.027
H 0.797 2.287 -2.034  0.116
H 1.587 1.949 -0.461  0.060
H -2.909 0.691 0.336  0.035
H -2.090 0.785 2.139  0.049
H -1.826 1.881 0.958  -0.028
H -0.428 0.442 -2.174  0.102
H -0.348 -2.869 1.302  0.048
H 0.772 -2.626 2.690  0.087
H -1.903 -2.097 -0.651  -0.039

DFT total energy = -940.6168 hartree
Lowest unoccupied orbital energy (spin up / spin down) = -0.01 / -0.01 eV
Gap between HOMO and LUMO (spin up / spin down) = 8.071 / 8.072 eV

8.
A molecular structure, C8H8OS2. Source: the OMol25 dataset; level of theory: the ωB97M-V functional and the def2-TZVPD basis.

Each line ends with the Löwdin charge.
Geometry (Å):
C -0.886 -2.253 -0.513  -0.346
C -0.685 -2.080 0.955  -0.722
C -1.421 -0.965 -1.135  -0.078
C 0.046 -0.856 1.409  0.028
C -0.867 0.166 -0.615  -0.316
C 0.063 0.200 0.538  -0.262
C 0.560 1.574 0.436  -0.402
C 1.906 1.875 -0.121  -0.079
O -0.532 2.604 -1.968  -0.535
S -2.225 -2.692 0.777  0.910
S -0.970 1.978 -0.701  1.014
H -0.500 -2.956 -1.246  0.118
H -0.072 -2.889 1.356  0.100
H -2.027 -0.975 -2.039  0.115
H 0.596 -0.960 2.237  0.069
H 0.411 2.147 1.378  0.125
H 2.584 1.039 0.041  0.086
H 2.300 2.758 0.390  0.075
H 1.720 2.284 -1.180  0.099

DFT total energy = -1181.0957 hartree
Lowest unoccupied orbital energy = -0.32 eV
Gap between HOMO and LUMO = 8.066 eV